{"formula": "C51H129O42P9", "method": "ωB97M-V with the def2-TZVPD basis set", "symbols": ["C", "O", "P", "O", "O", "C", "O", "C", "H", "H", "H", "H", "H", "H", "H", "H", "H", "C", "O", "P", "O", "O", "C", "O", "C", "H", "H", "H", "H", "H", "H", "H", "H", "H", "C", "O", "P", "O", "O", "C", "O", "C", "H", "H", "H", "H", "H", "H", "H", "H", "H", "C", "O", "P", "O", "O", "C", "O", "C", "H", "H", "H", "H", "H", "H", "H", "H", "H", "C", "O", "P", "O", "O", "C", "O", "C", "H", "H", "H", "H", "H", "H", "H", "H", "H", "C", "O", "P", "O", "O", "C", "O", "C", "H", "H", "H", "H", "H", "H", "H", "H", "H", "C", "O", "P", "O", "O", "C", "O", "C", "H", "H", "H", "H", "H", "H", "H", "H", "H", "C", "O", "P", "O", "O", "C", "O", "C", "H", "H", "H", "H", "H", "H", "H", "H", "H", "C", "O", "P", "O", "O", "C", "O", "C", "H", "H", "H", "H", "H", "H", "H", "H", "H", "C", "C", "C", "O", "C", "H", "H", "H", "H", "H", "H", "H", "H", "C", "C", "C", "O", "C", "H", "H", "H", "H", "H", "H", "H", "H", "C", "C", "C", "O", "C", "H", "H", "H", "H", "H", "H", "H", "H", "C", "C", "C", "O", "C", "H", "H", "H", "H", "H", "H", "H", "H", "C", "C", "C", "O", "C", "H", "H", "H", "H", "H", "H", "H", "H", "C", "C", "C", "O", "C", "H", "H", "H", "H", "H", "H", "H", "H"], "positions_angstrom": [[12.015, 6.084, 5.386], [11.762, 4.692, 5.817], [10.445, 4.331, 6.626], [9.695, 5.455, 7.202], [9.636, 3.299, 5.583], [8.613, 2.434, 6.124], [10.999, 3.395, 7.836], [11.547, 2.119, 7.602], [11.907, 6.023, 4.303], [13.048, 6.335, 5.622], [11.392, 6.883, 5.789], [8.437, 2.570, 7.191], [8.836, 1.405, 5.843], [7.736, 2.666, 5.519], [10.946, 1.329, 8.051], [12.520, 2.048, 8.089], [11.782, 1.894, 6.561], [-3.489, -7.837, -4.422], [-3.317, -9.165, -3.962], [-2.972, -9.579, -2.427], [-3.363, -10.991, -2.115], [-3.732, -8.541, -1.515], [-3.338, -8.458, -0.141], [-1.407, -9.210, -2.169], [-0.381, -9.970, -2.680], [-4.553, -7.608, -4.494], [-3.083, -7.855, -5.434], [-2.946, -7.099, -3.832], [-2.716, -7.563, -0.125], [-2.823, -9.336, 0.250], [-4.140, -8.230, 0.561], [0.391, -9.344, -3.128], [-0.640, -10.630, -3.508], [0.158, -10.438, -1.856], [-3.267, -8.474, 8.644], [-3.482, -7.408, 9.498], [-2.994, -5.939, 9.008], [-1.583, -5.860, 8.563], [-3.433, -5.057, 10.271], [-2.612, -4.979, 11.383], [-4.104, -5.607, 7.895], [-4.165, -4.439, 7.173], [-4.183, -8.943, 8.284], [-2.780, -9.258, 9.224], [-2.564, -8.294, 7.830], [-3.145, -5.414, 12.229], [-2.326, -3.939, 11.542], [-1.706, -5.576, 11.278], [-4.034, -4.574, 6.100], [-3.545, -3.599, 7.488], [-5.198, -4.115, 7.301], [1.026, 10.980, -10.075], [2.298, 10.634, -9.510], [2.664, 11.035, -7.962], [1.675, 11.955, -7.274], [2.787, 9.602, -7.223], [3.154, 9.387, -5.893], [4.235, 11.510, -8.079], [5.100, 10.607, -8.738], [1.261, 11.418, -11.045], [0.473, 11.696, -9.467], [0.374, 10.137, -10.302], [2.348, 8.950, -5.302], [3.331, 10.360, -5.436], [4.052, 8.778, -5.787], [4.732, 10.284, -9.712], [5.267, 9.711, -8.140], [5.990, 11.181, -8.994], [3.798, -9.677, 3.236], [4.101, -10.964, 2.849], [3.822, -12.334, 3.738], [2.412, -12.533, 4.199], [4.433, -13.528, 2.817], [5.771, -13.432, 2.241], [4.904, -12.191, 4.964], [5.186, -13.360, 5.699], [3.627, -9.608, 4.311], [2.952, -9.282, 2.675], [4.539, -8.945, 2.912], [6.366, -14.292, 2.550], [6.354, -12.617, 2.669], [5.793, -13.386, 1.153], [4.969, -13.028, 6.714], [6.241, -13.635, 5.699], [4.654, -14.284, 5.467], [-10.699, -8.230, -1.325], [-11.598, -7.237, -0.879], [-11.334, -5.712, -1.486], [-11.070, -5.685, -2.932], [-12.567, -4.807, -0.959], [-13.744, -4.846, -1.740], [-10.085, -5.158, -0.595], [-9.166, -4.183, -1.054], [-11.168, -9.044, -1.877], [-10.076, -8.638, -0.529], [-9.916, -7.827, -1.968], [-13.476, -4.919, -2.794], [-14.209, -3.866, -1.628], [-14.508, -5.573, -1.462], [-8.214, -4.667, -1.269], [-9.070, -3.461, -0.244], [-9.548, -3.629, -1.912], [-8.874, 5.462, 4.645], [-8.196, 5.143, 3.390], [-7.435, 3.713, 3.162], [-7.267, 3.380, 1.692], [-6.132, 3.866, 4.066], [-5.175, 4.888, 3.744], [-8.355, 2.681, 3.999], [-9.705, 2.400, 3.619], [-8.534, 6.392, 5.102], [-8.801, 4.669, 5.389], [-9.938, 5.604, 4.457], [-4.277, 4.310, 3.526], [-4.955, 5.528, 4.598], [-5.565, 5.535, 2.958], [-10.065, 3.131, 2.894], [-10.298, 2.396, 4.533], [-9.881, 1.463, 3.090], [-0.279, 2.133, 9.492], [-1.545, 2.652, 9.862], [-1.653, 4.086, 10.589], [-0.911, 5.193, 9.880], [-3.268, 4.251, 10.790], [-3.894, 5.498, 10.983], [-1.124, 3.800, 12.048], [-0.854, 4.762, 12.951], [-0.275, 1.063, 9.701], [0.554, 2.593, 10.024], [-0.135, 2.236, 8.416], [-4.648, 5.295, 11.743], [-4.355, 5.839, 10.056], [-3.227, 6.297, 11.306], [-0.277, 4.363, 13.785], [-1.834, 5.166, 13.209], [-0.304, 5.581, 12.488], [3.550, 8.621, 3.793], [3.305, 9.633, 2.770], [2.886, 11.157, 3.180], [2.810, 12.095, 2.039], [1.439, 10.891, 3.943], [1.024, 11.702, 4.979], [3.999, 11.493, 4.341], [5.300, 11.945, 3.971], [4.404, 8.882, 4.419], [3.865, 7.701, 3.301], [2.675, 8.495, 4.430], [1.852, 12.190, 5.493], [0.510, 11.110, 5.736], [0.366, 12.386, 4.443], [6.043, 11.198, 4.252], [5.436, 12.852, 4.560], [5.357, 12.115, 2.896], [-3.690, 7.046, -5.835], [-4.021, 6.726, -4.407], [-5.441, 7.163, -4.291], [-5.487, 8.375, -5.084], [-4.408, 8.402, -6.011], [-4.200, 6.350, -6.501], [-2.622, 7.158, -6.025], [-3.389, 7.288, -3.720], [-3.880, 5.687, -4.112], [-5.689, 7.348, -3.246], [-6.184, 6.492, -4.722], [-3.744, 9.230, -5.763], [-4.802, 8.559, -7.015], [8.144, -3.070, 0.323], [7.740, -3.670, -1.081], [8.233, -5.082, -1.000], [9.403, -4.979, -0.215], [9.235, -4.078, 0.867], [7.235, -2.928, 0.908], [8.585, -2.093, 0.125], [8.252, -3.083, -1.843], [6.720, -3.644, -1.464], [8.348, -5.545, -1.980], [7.504, -5.748, -0.537], [10.110, -3.448, 1.026], [8.987, -4.576, 1.804], [-6.098, -1.470, -7.959], [-5.899, -2.024, -9.349], [-4.373, -2.117, -9.468], [-3.881, -1.865, -8.160], [-4.708, -0.949, -7.504], [-6.349, -2.273, -7.266], [-6.871, -0.704, -7.904], [-6.335, -1.360, -10.096], [-6.353, -3.014, -9.378], [-4.086, -1.341, -10.177], [-3.942, -3.052, -9.825], [-4.607, 0.097, -7.794], [-4.424, -0.955, -6.452], [4.468, -6.263, -9.529], [3.238, -6.790, -8.855], [2.802, -5.600, -7.988], [4.054, -5.087, -7.543], [5.125, -5.593, -8.356], [4.251, -5.576, -10.347], [5.100, -7.025, -9.985], [3.508, -7.622, -8.204], [2.465, -7.038, -9.583], [2.145, -5.843, -7.153], [2.261, -4.859, -8.577], [5.665, -6.370, -7.816], [5.743, -4.732, -8.609], [1.327, 0.272, -1.927], [0.678, -0.871, -1.096], [0.557, -0.232, 0.273], [1.805, 0.446, 0.440], [2.166, 0.951, -0.853], [0.577, 0.958, -2.321], [1.868, -0.077, -2.806], [1.356, -1.725, -1.115], [-0.289, -1.291, -1.374], [0.446, -1.041, 0.996], [-0.271, 0.448, 0.473], [3.243, 0.836, -0.973], [1.972, 2.022, -0.908], [1.870, 4.115, -11.085], [1.799, 2.975, -10.130], [3.203, 3.007, -9.534], [4.029, 3.484, -10.583], [3.256, 3.918, -11.696], [1.817, 5.059, -10.543], [1.063, 4.271, -11.801], [1.631, 2.048, -10.678], [1.019, 3.147, -9.389], [3.642, 2.024, -9.363], [3.236, 3.627, -8.638], [3.185, 3.176, -12.491], [3.555, 4.890, -12.090]], "e_tot_ha": -8253.3493, "homo_ha": -0.34308, "gap_ev": 9.606, "e_above_lowest_kj_mol": 440.9, "e_lumo_ha": 0.0099}



{"formula": "C26H55BN7", "method": "ωB97M-V with the def2-TZVPD basis set", "symbols": ["B", "H", "H", "H", "H", "C", "C", "N", "C", "C", "N", "C", "C", "H", "H", "H", "H", "H", "H", "H", "H", "H", "H", "H", "C", "C", "N", "C", "C", "N", "C", "C", "H", "H", "H", "H", "H", "H", "H", "H", "H", "H", "H", "C", "C", "N", "C", "C", "N", "C", "C", "H", "H", "H", "H", "H", "H", "H", "H", "H", "H", "H", "C", "C", "C", "N", "C", "C", "C", "C", "C", "H", "H", "H", "H", "H", "H", "H", "H", "H", "H", "H", "H", "H", "H", "H", "H", "H", "H"], "positions_angstrom": [[23.448, 8.284, 9.128], [24.102, 8.619, 8.339], [22.554, 7.906, 8.656], [23.929, 7.599, 9.809], [23.086, 9.110, 9.721], [26.373, 10.609, 18.520], [26.067, 9.113, 18.090], [26.379, 8.979, 16.685], [25.429, 8.393, 15.806], [26.028, 8.444, 14.521], [27.244, 9.100, 14.603], [27.361, 9.526, 15.920], [28.138, 9.450, 13.424], [27.425, 10.889, 18.467], [26.175, 10.770, 19.579], [25.895, 11.226, 17.759], [25.053, 8.834, 18.375], [26.760, 8.391, 18.522], [24.554, 7.838, 16.111], [25.769, 8.062, 13.545], [28.125, 10.090, 16.435], [27.671, 9.491, 12.440], [28.745, 8.546, 13.368], [28.703, 10.299, 13.808], [20.799, 17.211, 13.845], [22.239, 16.694, 14.124], [22.600, 15.559, 13.219], [21.996, 14.327, 13.144], [22.543, 13.560, 12.176], [23.687, 14.227, 11.769], [23.731, 15.470, 12.388], [24.670, 13.655, 10.831], [20.848, 18.061, 13.164], [20.385, 17.603, 14.774], [20.055, 16.515, 13.458], [22.433, 16.321, 15.130], [22.952, 17.489, 13.908], [21.164, 14.136, 13.806], [22.236, 12.613, 11.757], [24.527, 16.198, 12.335], [24.226, 13.563, 9.840], [24.994, 12.653, 11.113], [25.557, 14.287, 10.853], [18.657, 12.565, 8.671], [19.045, 13.395, 7.485], [20.102, 12.931, 6.616], [20.647, 13.749, 5.540], [21.543, 12.856, 4.896], [21.406, 11.563, 5.371], [20.655, 11.649, 6.538], [22.047, 10.410, 4.816], [17.660, 12.681, 9.097], [19.418, 12.694, 9.440], [18.579, 11.531, 8.336], [19.265, 14.420, 7.782], [18.191, 13.321, 6.811], [20.233, 14.743, 5.460], [22.279, 12.975, 4.115], [20.337, 10.868, 7.213], [22.300, 9.708, 5.611], [22.816, 10.685, 4.094], [21.297, 10.056, 4.109], [16.208, 2.718, 16.411], [17.024, 3.469, 15.385], [17.894, 2.507, 14.529], [18.619, 2.992, 13.211], [18.909, 1.846, 12.255], [19.970, 3.545, 13.611], [20.392, 4.631, 12.576], [19.134, 4.816, 11.647], [17.928, 4.012, 12.278], [15.482, 1.995, 16.038], [15.604, 3.328, 17.083], [16.905, 2.144, 17.022], [17.635, 4.293, 15.753], [16.314, 3.884, 14.670], [17.251, 1.657, 14.301], [18.606, 1.942, 15.132], [19.385, 1.008, 12.763], [19.613, 2.244, 11.525], [18.030, 1.599, 11.660], [20.766, 2.800, 13.624], [19.916, 4.145, 14.519], [21.199, 4.185, 11.994], [20.694, 5.610, 12.945], [19.292, 4.657, 10.580], [18.871, 5.874, 11.622], [17.340, 3.532, 11.496], [17.385, 4.681, 12.945]], "e_tot_ha": -1430.6950, "homo_ha": -0.45061, "gap_ev": 6.232, "total_charge": 3, "e_above_lowest_kj_mol": 552.4, "e_lumo_ha": -0.2216}



{"formula": "C19H33BrIN2O5P", "method": "ωB97M-V with the def2-TZVPD basis set", "symbols": ["C", "C", "C", "Br", "C", "C", "N", "C", "C", "N", "P", "O", "I", "H", "H", "H", "H", "H", "H", "H", "H", "H", "C", "C", "C", "O", "H", "H", "H", "H", "H", "H", "C", "C", "C", "O", "H", "H", "H", "H", "H", "H", "C", "C", "C", "O", "H", "H", "H", "H", "H", "H", "C", "C", "C", "O", "H", "H", "H", "H", "H", "H"], "positions_angstrom": [[-1.703, -2.229, -6.120], [-0.588, -2.124, -5.035], [-1.080, -1.900, -3.568], [-0.391, -3.364, -2.437], [-0.717, -0.497, -3.060], [0.700, -0.144, -3.317], [1.775, 0.217, -3.500], [-1.584, 0.507, -3.895], [-2.776, 1.022, -3.180], [-3.605, 1.627, -2.663], [-1.048, -0.230, -1.217], [0.111, -1.055, -0.416], [-0.378, 2.089, -0.776], [-2.702, -2.138, -5.722], [-1.642, -3.176, -6.655], [-1.531, -1.445, -6.863], [0.054, -1.307, -5.365], [-0.020, -3.049, -5.061], [-2.164, -1.990, -3.555], [-0.986, 1.335, -4.268], [-1.988, 0.001, -4.775], [-0.309, -1.607, 0.256], [1.810, 0.914, 1.817], [1.317, 0.203, 3.052], [2.134, 0.354, 4.308], [0.303, -0.465, 3.026], [1.120, 0.713, 1.000], [1.852, 1.991, 1.991], [2.803, 0.550, 1.549], [2.187, 1.405, 4.594], [3.141, -0.028, 4.151], [1.669, -0.206, 5.116], [-5.963, -4.569, -3.049], [-4.480, -4.486, -3.291], [-3.597, -5.415, -2.515], [-4.012, -3.698, -4.075], [-6.476, -3.840, -3.673], [-6.326, -5.568, -3.298], [-6.181, -4.355, -2.002], [-3.863, -6.451, -2.730], [-3.724, -5.219, -1.449], [-2.548, -5.256, -2.779], [6.023, -1.179, 6.579], [5.120, -0.087, 7.101], [5.524, 0.574, 8.396], [4.119, 0.242, 6.508], [5.620, -1.568, 5.647], [7.022, -0.781, 6.395], [6.085, -1.991, 7.305], [6.503, 1.043, 8.287], [5.566, -0.166, 9.197], [4.793, 1.336, 8.656], [-0.562, 6.376, -0.746], [0.107, 6.399, 0.607], [-0.750, 6.795, 1.785], [1.273, 6.112, 0.742], [0.161, 6.074, -1.501], [-1.387, 5.660, -0.740], [-0.940, 7.368, -0.997], [-1.584, 6.100, 1.891], [-1.138, 7.805, 1.643], [-0.151, 6.770, 2.693]], "e_tot_ha": -4442.5320, "homo_ha": -0.32755, "gap_ev": 9.124, "smiles": "CC[C@@H](Br)[C@@](C#N)(CC#N)P(O)I.CC(C)=O.CC(C)=O.CC(C)=O.CC(C)=O", "e_lumo_ha": 0.0078}



{"formula": "CH16N2O5", "method": "ωB97M-V with the def2-TZVPD basis set", "symbols": ["N", "C", "N", "H", "H", "H", "H", "H", "H", "O", "H", "H", "O", "H", "H", "O", "H", "H", "O", "H", "H", "O", "H", "H"], "positions_angstrom": [[2.727, -2.958, -0.996], [1.854, -2.193, -1.955], [0.759, -1.434, -1.220], [2.484, -3.108, -0.016], [3.585, -2.584, -1.056], [2.350, -1.400, -2.590], [1.310, -2.893, -2.625], [0.472, -1.835, -0.392], [1.309, -0.540, -1.067], [-3.080, 0.614, -1.639], [-3.496, 0.567, -2.507], [-2.163, 0.497, -1.816], [3.293, 3.701, 0.300], [2.498, 4.068, -0.146], [2.887, 3.319, 1.202], [-1.302, 0.417, 4.166], [-1.513, -0.410, 3.718], [-2.051, 1.016, 3.801], [1.971, 1.081, 0.299], [2.270, 1.867, -0.173], [2.719, 0.548, -0.175], [-6.095, 0.200, 1.448], [-5.728, 1.009, 1.922], [-7.060, 0.450, 1.517]], "e_tot_ha": -533.3152, "homo_ha": -0.33213, "gap_ev": 9.368, "smiles": "NCN.O.O.O.O.O", "e_above_lowest_kj_mol": 285.8, "e_lumo_ha": 0.0121}